Entry from OMol25: a cluster of 3 separate species, C23H52BrIN2O16P2S in total at a distorted geometry (the ωB97M-V functional and the def2-TZVPD basis).

Output
Multiplicity ... 1
Kohn-Sham gap ... 0.315 Eh
HOMO energy ... -8.512 eV

Positions of all 98 atoms, in Å:
C  1.382894  -2.255872  1.682839
C  0.882301  -2.617494  0.302257
C  -0.633061  -2.727913  0.179772
N  -1.205355  -1.361548  0.181509
C  -2.663358  -1.230889  0.198467
N  -2.958147  0.163534  -0.143093
C  -2.041245  1.174356  0.405198
C  -2.725973  2.559471  0.298662
O  -3.117362  -1.901854  -1.032996
S  -4.231379  -3.034770  -0.982039
O  -4.418094  -3.462641  -2.314696
O  -3.318292  -4.241044  -0.249558
C  -3.786690  -4.336794  1.095699
Br  -2.476750  -5.449768  2.034514
C  -5.093434  -5.188628  0.997332
P  -5.573875  -6.373903  2.285251
O  -5.020795  -7.705638  2.138351
O  -7.155021  -6.459282  2.122353
O  -5.394820  -5.813521  3.739738
C  -4.126005  -2.982896  1.797242
O  -4.040375  -3.266596  3.194216
C  -3.338249  -1.622756  1.585775
C  -4.460805  -0.604667  1.828989
O  -3.980104  0.611674  2.341485
O  -5.042484  1.171647  3.089158
P  -1.992710  -1.267466  2.927309
O  -1.352438  -2.733041  3.191056
I  -3.109512  -0.865266  5.078694
H  2.454339  -2.101626  1.620861
H  1.244172  -3.054808  2.392227
H  0.934173  -1.353613  2.074304
H  1.311966  -3.554232  -0.018136
H  1.163691  -1.813245  -0.365681
H  -1.072716  -3.402169  0.892929
H  -0.793423  -3.173516  -0.797603
H  -0.997708  -1.048003  -0.760531
H  -2.912412  0.235214  -1.149698
H  -1.142960  1.261588  -0.185730
H  -1.796262  1.042348  1.440712
H  -3.767794  2.398347  0.060202
H  -2.313197  3.163357  -0.496553
H  -2.698290  3.068916  1.248440
H  -5.945403  -4.542497  0.817934
H  -5.006463  -5.795121  0.111588
H  -7.332622  -7.190667  1.511349
H  -4.874680  -6.460299  4.246303
H  -5.179783  -2.838436  1.642705
H  -4.895178  -3.122787  3.619976
H  -5.052632  -0.473075  0.932120
H  -5.142871  -1.005179  2.568490
H  -5.301637  1.925153  2.537188
H  -1.942200  -3.278400  3.738173
C  4.698528  1.872229  3.059984
O  4.251658  2.391217  1.825228
C  3.507042  1.480564  1.036286
C  2.241019  2.096115  0.477508
O  1.241868  2.430441  1.427353
C  1.457935  3.512136  2.323832
C  1.544314  4.880622  1.683801
O  2.732750  5.026020  0.928873
C  2.568356  5.640024  -0.327730
H  5.646943  1.338603  2.937234
H  4.856661  2.712113  3.736073
H  3.960339  1.202301  3.510738
H  3.247394  0.582472  1.606083
H  4.133930  1.177103  0.186454
H  1.778885  1.327725  -0.149974
H  2.462761  2.936405  -0.183128
H  2.315103  3.325164  2.972328
H  0.576580  3.516289  2.970598
H  1.551820  5.640373  2.476244
H  0.657436  5.047012  1.062132
H  1.642416  5.319753  -0.817232
H  3.404240  5.329342  -0.954757
H  2.585071  6.731715  -0.241030
C  3.195057  1.141242  -7.074032
O  3.207330  1.938430  -5.908885
C  2.065036  1.801614  -5.084125
C  2.425809  1.635005  -3.622149
O  3.092901  0.431453  -3.286125
C  4.434724  0.235069  -3.709131
C  5.457892  1.155443  -3.081738
O  5.331656  2.491366  -3.538827
C  5.432853  3.462427  -2.520411
H  2.658509  1.645491  -7.884528
H  4.228645  0.988514  -7.383139
H  2.742440  0.161882  -6.892591
H  1.446816  0.955390  -5.400738
H  1.466609  2.717427  -5.179340
H  1.479672  1.589903  -3.074574
H  2.959083  2.508368  -3.241698
H  4.513802  0.240982  -4.797291
H  4.680312  -0.779188  -3.384730
H  6.459659  0.801878  -3.358430
H  5.368899  1.102965  -1.990879
H  4.922344  3.134030  -1.608164
H  4.938104  4.365257  -2.879137
H  6.479828  3.695629  -2.301288

Atoms 1-6, force components in eV/Å:
C 0.5 -0.1 -0.1
C -0.8 0.3 0.7
C 0.5 0.1 -0.8
N -0.9 -1.1 0.2
C 1.6 0.8 -0.5
N 0.2 -0.4 0.5

Entry from OMol25: a cluster of 9 separate species, C23H52N4O15S5 in total at a distorted geometry (the ωB97M-V functional and the def2-TZVPD basis).

Output
Multiplicity ... 1
Kohn-Sham gap ... 0.394 Eh
HOMO energy ... -10.688 eV
SMILES string ... CCOS(C)(=O)=O.CCOS(C)(=O)=O.CCOS(C)(=O)=O.CCOS(C)(=O)=O.CCOS(C)(=O)=O.CC#N.CC#N.CC#N.CC#N

Positions of all 99 atoms, in Å:
C  0.648779  -0.382696  1.436750
C  -0.246307  -0.004833  0.305132
N  -0.919047  0.279703  -0.562050
H  0.157281  -0.962967  2.217665
H  1.058083  0.585513  1.725100
H  1.525371  -0.980607  1.187373
C  2.293002  1.763387  -1.260911
C  2.968543  2.729307  -2.123014
N  3.424116  3.458690  -2.831780
H  3.009637  1.026389  -0.898468
H  1.637063  1.207409  -1.930784
H  1.689758  2.200113  -0.465017
C  6.433268  -2.180593  1.287417
C  5.140050  -1.453007  1.478022
N  4.204120  -0.865126  1.693396
H  6.105218  -3.212676  1.411071
H  7.171517  -1.991343  2.066702
H  6.861500  -2.147266  0.285623
C  0.370715  -1.264380  5.810004
C  1.091248  -0.776063  7.007760
N  1.705505  -0.428182  7.941237
H  0.965147  -0.909143  4.968241
H  -0.662271  -0.929688  5.715076
H  0.439655  -2.351766  5.779754
O  -0.542301  -3.688121  -6.841280
S  -1.254907  -2.504778  -6.602706
O  -2.679169  -2.382757  -6.716490
O  -0.874157  -2.093489  -5.051655
C  0.456142  -2.018344  -4.595081
C  0.476895  -1.079954  -3.358474
C  -0.514237  -1.016287  -7.549502
H  1.121414  -1.779649  -5.424858
H  0.712735  -3.049402  -4.351804
H  -0.225391  -1.425950  -2.600062
H  0.385962  -0.013224  -3.563180
H  1.421514  -1.195326  -2.826979
H  -0.982763  -0.986595  -8.533216
H  0.573759  -0.962980  -7.588456
H  -0.903349  -0.221908  -6.912578
O  7.103326  -3.229986  4.727813
S  6.117124  -4.285264  4.848469
O  5.625031  -4.741218  6.135135
O  4.772212  -3.726392  4.027024
C  3.602367  -4.529529  4.059335
C  2.463565  -3.443924  4.052237
C  6.599432  -5.699778  3.748235
H  3.555429  -5.208738  4.910553
H  3.381911  -5.098375  3.156054
H  1.511993  -3.963223  4.166029
H  2.409622  -2.927942  3.093615
H  2.524309  -2.593624  4.731492
H  6.030940  -6.565300  4.088517
H  7.665237  -5.889854  3.874812
H  6.129310  -5.493797  2.786644
O  -0.603113  2.276006  -2.782382
S  -0.703664  3.592103  -2.244302
O  0.455437  4.502403  -2.221884
O  -2.034217  4.429894  -2.837942
C  -3.232195  3.766454  -2.921049
C  -4.226524  4.717955  -3.736691
C  -1.259326  3.428874  -0.503135
H  -3.740398  3.747866  -1.956956
H  -3.083610  2.865073  -3.515637
H  -3.962910  4.830368  -4.788338
H  -4.028083  5.724167  -3.367550
H  -5.270304  4.418256  -3.642833
H  -1.439569  4.365600  0.024269
H  -0.365056  2.973059  -0.078152
H  -2.131557  2.775194  -0.506604
O  -7.147209  -0.227054  -6.056020
S  -6.016056  0.439370  -5.414079
O  -6.070249  1.775280  -4.784119
O  -5.424109  -0.642298  -4.256188
C  -4.833103  -0.119702  -3.114999
C  -3.322530  -0.245685  -3.325353
C  -4.484096  0.471743  -6.472956
H  -5.252405  -0.674746  -2.275826
H  -5.166408  0.889905  -2.874790
H  -2.871049  0.514141  -3.963263
H  -3.157623  -1.256934  -3.697213
H  -2.861584  -0.226801  -2.337802
H  -4.629175  1.175446  -7.292623
H  -4.425435  -0.490181  -6.982235
H  -3.555766  0.675254  -5.939218
O  -1.435711  3.193051  3.027896
S  -1.504910  1.933004  3.806208
O  -1.322550  0.573820  3.332834
O  -0.436485  2.092311  4.997397
C  -0.307839  3.400794  5.783047
C  -0.084564  3.061647  7.243503
C  -3.041812  1.974804  4.792352
H  -1.185867  4.038502  5.680630
H  0.550911  3.892646  5.326192
H  0.481671  3.845744  7.746161
H  0.503917  2.152666  7.368157
H  -1.045678  2.782020  7.674969
H  -3.314184  0.984555  5.157486
H  -3.818812  2.375414  4.141279
H  -2.932102  2.633548  5.653819

Atoms 1-6, force components in eV/Å:
C 0.2 0.4 -0.8
C 1.7 -1.7 2.1
N -1.2 0.5 -1.3
H -0.3 0.7 0.0
H -0.1 -0.2 0.9
H -0.1 0.1 -0.8